{"formula": "C6H13LuN2O6S2", "method": "ωB97M-V with the def2-TZVPD basis set", "e_homo_ev": -16.3, "charge": 2, "spin_multiplicity": 1, "elements": ["C", "C", "N", "C", "C", "S", "O", "O", "N", "S", "O", "O", "O", "C", "C", "O", "H", "H", "H", "H", "H", "H", "H", "H", "H", "H", "H", "H", "H", "Lu"], "positions_angstrom": [[2.68670, -1.05494, 1.49554], [2.36391, 0.47607, 1.05241], [1.18022, 0.52981, 0.10280], [1.54097, -0.04705, -1.23637], [0.37517, -0.89645, -1.95952], [-0.89756, -1.63986, -0.83286], [-0.36516, -2.81757, -0.03634], [-1.97056, -2.22034, -1.74548], [-1.71486, -0.50939, 0.20094], [-3.34936, -0.97809, 0.48992], [-3.47755, -2.44364, 0.82769], [-4.27708, -0.55684, -0.62462], [-3.81515, -0.16259, 1.94653], [0.85593, 1.97217, -0.12959], [-0.64757, 2.48305, -0.47682], [1.72701, 2.88218, -0.08987], [3.48321, -1.50548, 0.80400], [3.08667, -1.12808, 2.56570], [1.74189, -1.70310, 1.33772], [2.17452, 1.06810, 2.01953], [3.29193, 0.96535, 0.56617], [2.50415, -0.67018, -1.22307], [1.77184, 0.85183, -1.92970], [0.89525, -1.79074, -2.47629], [-0.07523, -0.26692, -2.79673], [-3.29081, -0.52073, 2.70990], [-0.69186, 3.60474, -0.72039], [-1.29265, 2.34419, 0.49615], [-1.09900, 1.87420, -1.35349], [-2.71498, 1.86029, 1.01615]], "forces_ev_per_angstrom": [[-0.2, -0.1, -1.1], [1.6, -0.5, 1.2], [-0.3, 2.2, -0.1], [0.2, 0.3, -1.7], [1.7, 1.1, -0.2], [-2.0, -8.4, -2.1], [-0.3, 5.0, -1.3], [2.7, 3.2, 2.1], [-3.2, 3.4, 2.4], [-1.1, -8.7, -3.8], [0.7, 5.6, -0.4], [2.5, 1.5, 3.9], [1.9, 2.3, -0.7], [4.0, 2.2, 0.4], [0.3, -0.1, -0.9], [-4.2, -3.5, 0.0], [-1.1, 0.7, 1.0], [-0.8, 0.3, -1.6], [1.5, 1.0, 0.6], [-0.2, -0.7, -1.7], [-1.5, -0.8, 0.7], [-1.6, 0.9, 0.5], [-0.2, -1.7, 0.8], [-1.4, 1.0, 1.1], [-0.1, -1.0, 1.4], [-0.5, -0.4, -0.4], [0.3, -1.6, 0.6], [5.9, 1.7, -2.7], [0.3, 0.7, 1.5], [-5.0, -5.5, 0.7]]}



{"formula": "C38H49As2BN10O11SV", "method": "ωB97M-V with the def2-TZVPD basis set", "e_homo_ev": [-12.1, -12.1], "s2": 0.77, "charge": 2, "spin_multiplicity": 2, "elements": ["V", "C", "C", "N", "N", "C", "B", "N", "C", "C", "C", "N", "N", "C", "C", "C", "N", "N", "C", "C", "C", "N", "H", "H", "H", "H", "H", "H", "H", "H", "H", "H", "H", "H", "O", "N", "N", "O", "C", "C", "C", "C", "C", "C", "H", "H", "H", "H", "H", "C", "C", "C", "S", "O", "C", "C", "C", "H", "H", "H", "H", "H", "H", "H", "H", "H", "H", "H", "H", "H", "H", "C", "O", "C", "O", "C", "C", "As", "C", "C", "C", "As", "C", "C", "O", "O", "C", "C", "O", "O", "C", "C", "O", "O", "C", "H", "H", "H", "H", "H", "H", "H", "H", "H", "H", "H", "H", "H", "H", "H", "H", "H", "H"], "positions_angstrom": [[-0.66518, -1.24556, 0.86209], [-1.57792, -1.30170, 4.98133], [-0.76399, -1.66584, 3.91793], [-1.14956, -1.01752, 2.81733], [-2.21440, -0.25208, 3.14025], [-2.48396, -0.40303, 4.44292], [-2.82980, 0.74546, 2.10538], [-3.37062, -0.04227, 0.88140], [-4.57583, -0.07154, 0.30358], [-4.50618, -0.86028, -0.83411], [-3.19388, -1.29323, -0.88340], [-2.50684, -0.79272, 0.15283], [-1.60172, 1.54671, 1.54653], [-1.20415, 2.82271, 1.61679], [0.10550, 2.91911, 1.18490], [0.45553, 1.62047, 0.85434], [-0.57424, 0.79814, 1.06885], [-3.90926, 1.53467, 2.78274], [-3.96732, 2.75180, 3.39448], [-5.16578, 2.84426, 4.04531], [-5.79533, 1.60981, 3.79448], [-5.04315, 0.82370, 3.05166], [-1.52341, -1.64160, 5.99995], [0.05981, -2.35933, 3.87923], [-3.29982, 0.13301, 4.89850], [-5.40283, 0.45537, 0.74514], [-5.29742, -1.07661, -1.52916], [-2.70232, -1.90417, -1.62271], [-1.87110, 3.60086, 1.93569], [0.70752, 3.80756, 1.11635], [1.37708, 1.25142, 0.43735], [-3.16434, 3.46326, 3.36413], [-5.53506, 3.67580, 4.61904], [-6.76102, 1.26549, 4.12908], [-1.39178, -2.97465, 1.31375], [-1.42164, -3.91868, 0.43378], [-0.78046, -3.60645, -0.60077], [-0.19821, -2.42468, -0.67417], [-0.61305, -4.56459, -1.66464], [0.58143, -4.57355, -2.36417], [0.75357, -5.54027, -3.34318], [-0.25422, -6.45704, -3.61058], [-1.44705, -6.41562, -2.90079], [-1.63827, -5.46275, -1.91337], [1.34473, -3.83673, -2.15270], [1.67873, -5.58442, -3.90176], [-0.11054, -7.20542, -4.37789], [-2.23240, -7.12779, -3.11248], [-2.55766, -5.41875, -1.34673], [1.84453, -4.57051, 1.45856], [3.21829, -3.90930, 1.47071], [3.39326, -2.76067, 0.47812], [2.59626, -1.17106, 0.77215], [1.24336, -1.44467, 1.46838], [3.57486, -0.40951, 2.06994], [3.63900, -1.11576, 3.41985], [4.01997, -0.12465, 4.51598], [1.81196, -5.36984, 2.19787], [1.63623, -5.02192, 0.48525], [1.05130, -3.86577, 1.69688], [3.96689, -4.65010, 1.17981], [3.48284, -3.59389, 2.47753], [3.03893, -3.04803, -0.51470], [4.44401, -2.47313, 0.37079], [3.10291, 0.57189, 2.17217], [4.55975, -0.25155, 1.62182], [4.37655, -1.91737, 3.38066], [2.66906, -1.56430, 3.64316], [5.00041, 0.31564, 4.33043], [4.05921, -0.62227, 5.48347], [3.29097, 0.68445, 4.58370], [-2.16303, -0.41933, -7.84150], [-2.99313, -0.09954, -6.70485], [-2.52962, 0.16510, -5.49154], [-3.27049, 0.11387, -4.53869], [-1.07875, 0.49922, -5.24148], [-0.41394, 1.46358, -5.88207], [1.54060, 1.87065, -5.81194], [1.56476, 3.82378, -5.88688], [1.44385, 1.21680, -3.96504], [1.26025, -0.11461, -3.96158], [-0.61435, -0.65806, -3.63544], [-0.62719, -2.27954, -4.76027], [2.09606, -1.01642, -4.81789], [2.40683, -0.82493, -5.96485], [2.43238, -2.11063, -4.12439], [3.25810, -3.05847, -4.83895], [0.73096, 2.02873, -2.92201], [0.27325, 1.55963, -1.90688], [0.70156, 3.32337, -3.21006], [0.02777, 4.17214, -2.26111], [-0.91586, 2.26309, -7.05784], [-0.25455, 2.25795, -8.06410], [-2.00705, 3.01313, -6.97187], [-2.74539, 3.18915, -5.75122], [-2.24642, 0.38227, -8.56965], [-2.56409, -1.33876, -8.25810], [-1.12287, -0.56073, -7.55726], [1.70526, 4.07575, -6.93644], [2.41707, 4.17558, -5.30911], [0.64726, 4.26457, -5.50838], [-0.11321, -2.13494, -5.71013], [-1.67719, -2.50733, -4.95301], [-0.18586, -3.11862, -4.22866], [3.19279, -3.98722, -4.28088], [4.28581, -2.70182, -4.85895], [2.89751, -3.18940, -5.85522], [-0.11316, 5.12226, -2.76602], [0.65355, 4.30250, -1.38052], [-0.92518, 3.73454, -1.97215], [-3.56219, 2.47293, -5.70360], [-3.14902, 4.19584, -5.79894], [-2.10103, 3.08673, -4.87855]], "forces_ev_per_angstrom": [[0.3, -0.2, -0.1], [0.1, 0.0, -0.1], [0.1, -0.1, 0.2], [-0.1, -0.2, -0.3], [-0.1, 0.1, -0.1], [0.0, 0.0, -0.1], [-0.1, 0.1, 0.0], [0.0, 0.0, 0.2], [0.1, 0.0, 0.0], [0.1, -0.1, 0.0], [-0.1, -0.1, -0.3], [0.3, 0.1, 0.4], [-0.2, -0.1, 0.2], [-0.1, -0.1, -0.1], [0.1, -0.1, 0.0], [0.2, 0.1, 0.0], [0.1, -0.2, -0.1], [0.0, 0.0, -0.1], [0.0, 0.0, 0.1], [0.0, 0.0, 0.0], [0.0, 0.0, 0.0], [0.0, 0.0, 0.0], [0.0, 0.0, 0.0], [0.0, 0.0, 0.0], [0.0, 0.0, 0.0], [0.0, 0.0, 0.0], [0.0, 0.0, 0.0], [0.0, 0.0, 0.0], [0.0, 0.0, 0.0], [0.0, 0.0, 0.0], [0.0, 0.0, -0.1], [0.0, 0.0, 0.0], [0.0, 0.0, 0.0], [0.0, 0.0, 0.0], [0.0, 0.4, 0.1], [0.3, -0.2, -0.2], [-0.1, -0.1, 0.0], [-0.5, 0.3, 0.9], [0.0, 0.0, -0.1], [0.1, 0.0, 0.0], [0.0, 0.0, 0.0], [0.0, 0.0, 0.0], [0.0, 0.0, 0.0], [0.0, 0.0, 0.0], [0.0, 0.0, -0.1], [0.0, 0.0, 0.0], [0.0, 0.0, 0.0], [0.0, 0.0, 0.0], [0.0, 0.0, 0.0], [0.0, 0.0, 0.0], [0.0, 0.0, 0.0], [-0.1, -0.1, 0.0], [0.3, 0.0, -0.2], [-0.9, 0.3, 0.0], [0.0, 0.0, 0.1], [0.0, 0.0, 0.0], [0.0, 0.0, 0.0], [0.0, 0.0, 0.0], [0.0, 0.0, 0.0], [0.0, 0.0, 0.0], [0.0, 0.0, 0.0], [0.0, 0.0, 0.0], [0.0, 0.0, 0.0], [0.0, 0.0, 0.0], [0.0, 0.0, 0.0], [0.0, 0.0, 0.0], [0.0, 0.0, 0.0], [0.0, 0.0, 0.0], [0.0, 0.0, 0.0], [0.0, 0.0, 0.0], [0.0, 0.0, 0.0], [0.0, 0.0, 0.1], [-0.1, 0.0, 0.0], [0.4, 0.0, -0.1], [-0.2, 0.0, 0.1], [-0.4, 0.0, 0.0], [0.1, 0.0, 0.2], [0.8, -0.3, -0.8], [-0.4, 0.0, 0.3], [-0.2, 0.7, 0.2], [-0.1, -0.3, 0.1], [0.4, 0.2, -0.4], [-0.1, 0.0, 0.1], [-0.2, 0.4, -0.6], [0.0, -0.4, 0.3], [0.2, -0.4, 0.2], [-0.1, 0.2, 0.1], [0.2, -0.3, -0.5], [-0.2, 0.0, 0.6], [-0.2, 0.1, 0.1], [0.1, -0.1, -0.1], [0.2, -0.2, 0.1], [-0.2, 0.0, 0.0], [-0.2, 0.1, 0.0], [0.1, 0.0, -0.1], [0.0, 0.0, 0.0], [0.0, 0.0, 0.0], [0.0, 0.0, 0.0], [0.0, -0.1, 0.0], [0.0, 0.0, 0.0], [0.1, 0.2, 0.0], [0.0, 0.0, 0.0], [0.0, 0.0, 0.0], [0.0, 0.0, 0.0], [0.0, 0.0, 0.0], [0.0, 0.0, -0.1], [0.0, 0.0, 0.0], [0.0, 0.0, 0.0], [0.0, 0.0, 0.0], [0.0, 0.0, 0.0], [0.0, 0.0, 0.0], [0.0, 0.0, 0.0], [0.0, 0.0, 0.0]]}



{"formula": "C32H66O9P", "method": "ωB97M-V with the def2-TZVPD basis set", "e_homo_ev": -3.2, "charge": -1, "spin_multiplicity": 1, "elements": ["C", "C", "P", "O", "C", "C", "O", "H", "H", "H", "H", "H", "H", "H", "H", "H", "H", "C", "C", "C", "O", "C", "H", "H", "H", "H", "H", "H", "H", "H", "C", "C", "C", "O", "C", "H", "H", "H", "H", "H", "H", "H", "H", "C", "C", "C", "O", "C", "H", "H", "H", "H", "H", "H", "H", "H", "C", "C", "C", "O", "C", "H", "H", "H", "H", "H", "H", "H", "H", "C", "C", "C", "O", "C", "H", "H", "H", "H", "H", "H", "H", "H", "C", "C", "C", "O", "C", "H", "H", "H", "H", "H", "H", "H", "H", "C", "C", "C", "O", "C", "H", "H", "H", "H", "H", "H", "H", "H"], "positions_angstrom": [[-5.09698, 0.85618, 5.88828], [-4.90142, -0.26777, 5.19259], [-3.86712, -0.17105, 3.56181], [-4.86927, 1.01798, 2.77968], [-3.92719, 1.94135, 2.24150], [-2.49904, 1.31294, 2.06242], [-2.72483, -0.07684, 2.23112], [-6.08862, 1.16888, 6.21060], [-4.24953, 1.50019, 6.09723], [-5.30087, -1.21696, 5.56899], [-4.53285, -1.30987, 3.01442], [-2.83987, -0.98777, 4.24330], [-3.24551, 0.98637, 4.19009], [-3.96031, 2.91270, 2.73912], [-4.29107, 2.05612, 1.20930], [-1.76596, 1.57975, 2.82576], [-1.98385, 1.58287, 1.13393], [2.69858, 3.21491, 2.32800], [1.84249, 4.05085, 1.38549], [0.64699, 3.13520, 1.16265], [0.48876, 2.37031, 2.35582], [1.64004, 2.53558, 3.18560], [3.40929, 3.80011, 2.91227], [3.25795, 2.46672, 1.76016], [1.52429, 4.96960, 1.88604], [2.34576, 4.32625, 0.45860], [0.82745, 2.44046, 0.33357], [-0.27430, 3.68412, 0.95994], [1.35732, 3.16152, 4.04017], [1.95991, 1.56279, 3.56021], [-8.69211, -2.41123, 2.11799], [-8.77538, -3.92904, 2.04027], [-7.41873, -4.28771, 1.44796], [-6.50098, -3.28652, 1.89163], [-7.23027, -2.19794, 2.48026], [-9.37643, -1.96900, 2.84107], [-8.90334, -1.97604, 1.13737], [-8.86614, -4.34714, 3.04622], [-9.61030, -4.29632, 1.44231], [-7.44255, -4.26417, 0.35135], [-7.06854, -5.27217, 1.76691], [-7.07766, -2.23460, 3.56263], [-6.83519, -1.25304, 2.11067], [7.20462, 1.06843, -0.42647], [6.92222, -0.40925, -0.17608], [5.76777, -0.34312, 0.81147], [5.03771, 0.84835, 0.50856], [5.80207, 1.65753, -0.39307], [7.72526, 1.26541, -1.36297], [7.80547, 1.47884, 0.39052], [6.59729, -0.88700, -1.09612], [7.77821, -0.96209, 0.20870], [6.12834, -0.26821, 1.84417], [5.10248, -1.20487, 0.73919], [5.32398, 1.60850, -1.37590], [5.78701, 2.69477, -0.05306], [7.05364, -5.42045, -0.68073], [5.74426, -5.31065, -1.45166], [5.46839, -3.81652, -1.38214], [6.74559, -3.16614, -1.33514], [7.76442, -4.13907, -1.09151], [7.62790, -6.31657, -0.91283], [6.85449, -5.41155, 0.39345], [5.89662, -5.61675, -2.48966], [4.93628, -5.91032, -1.03581], [4.91874, -3.55580, -0.47192], [4.90693, -3.45012, -2.24190], [8.33132, -4.27934, -2.01877], [8.44417, -3.76760, -0.32275], [1.72323, 3.73772, -2.88527], [1.68705, 2.21438, -2.91590], [3.02935, 1.88397, -3.55064], [3.93214, 2.92694, -3.16770], [3.18952, 4.00428, -2.58473], [1.05188, 4.17854, -2.14913], [1.46235, 4.13676, -3.86141], [1.64823, 1.82122, -1.89708], [0.84310, 1.80504, -3.46961], [2.96306, 1.87562, -4.64502], [3.42543, 0.92210, -3.21999], [3.38031, 4.00132, -1.50549], [3.54070, 4.95202, -2.99634], [-1.46060, 6.88984, -5.94555], [-0.59428, 6.07575, -6.89833], [0.66480, 5.86518, -6.07004], [0.25242, 5.82940, -4.70088], [-1.10562, 6.27312, -4.60077], [-2.52578, 6.83946, -6.16665], [-1.15631, 7.93919, -5.96990], [-1.07182, 5.11528, -7.10614], [-0.39869, 6.57069, -7.84878], [1.36655, 6.69730, -6.19371], [1.18229, 4.93643, -6.31720], [-1.73364, 5.40263, -4.38502], [-1.19644, 6.97844, -3.77446], [-4.06390, -5.29290, 1.36488], [-4.13495, -6.81416, 1.28989], [-2.77411, -7.16289, 0.70281], [-1.86634, -6.15765, 1.14871], [-2.60665, -5.06797, 1.73257], [-4.75300, -4.85443, 2.08060], [-4.27366, -4.86147, 0.38318], [-4.22772, -7.23184, 2.29624], [-4.96450, -7.18805, 0.68870], [-2.79824, -7.14024, -0.39373], [-2.41420, -8.14413, 1.02092], [-2.46167, -5.10085, 2.81648], [-2.21810, -4.12105, 1.36158]], "forces_ev_per_angstrom": [[-0.4, -0.1, 0.4], [0.5, -0.2, -0.7], [2.2, -0.5, 2.9], [0.8, -0.3, -0.1], [-0.5, -0.2, -1.8], [-0.2, -0.7, 1.3], [-0.4, 0.7, -0.9], [0.2, -0.5, 1.4], [-0.3, 1.0, -1.3], [-1.3, 0.1, -0.9], [-0.2, 0.3, -0.2], [-0.3, -0.6, -0.2], [0.2, -0.1, 0.0], [0.2, 0.0, 0.2], [0.0, 0.6, 0.0], [-0.3, 0.6, 0.2], [-0.5, -0.3, -0.4], [0.2, -0.2, -0.1], [0.0, 0.2, 0.1], [0.0, -0.2, -0.1], [0.3, 0.2, 0.0], [-0.1, 0.1, 0.1], [0.0, 0.0, 0.0], [0.0, 0.0, 0.0], [0.0, 0.0, 0.0], [0.0, 0.0, 0.0], [0.0, 0.1, -0.1], [0.0, -0.1, 0.0], [0.1, 0.0, 0.0], [-0.1, 0.0, 0.0], [0.0, 0.0, -0.2], [-0.1, -0.1, 0.1], [0.1, 0.2, -0.1], [-0.4, -0.2, -0.1], [0.1, 0.1, 0.2], [0.0, 0.0, 0.0], [0.0, 0.0, 0.0], [0.0, 0.0, 0.0], [0.0, 0.0, 0.0], [-0.1, -0.1, 0.0], [0.1, 0.0, 0.0], [0.0, 0.1, 0.0], [0.1, 0.0, 0.0], [0.1, 0.0, 0.3], [0.0, 0.2, -0.1], [0.0, 0.1, 0.2], [0.1, 0.0, 0.0], [-0.2, -0.1, -0.2], [0.0, 0.0, 0.0], [0.0, 0.0, 0.0], [0.0, 0.0, 0.0], [0.0, 0.0, 0.0], [0.0, -0.1, 0.0], [-0.1, 0.0, 0.0], [0.1, 0.1, 0.0], [-0.1, 0.0, 0.1], [0.0, 0.0, 0.2], [0.0, -0.1, -0.2], [-0.1, 0.1, 0.1], [0.0, -0.4, 0.0], [0.0, 0.0, -0.2], [0.0, 0.0, 0.0], [0.0, 0.0, 0.0], [0.0, 0.0, 0.0], [0.0, 0.0, 0.0], [-0.1, 0.0, 0.0], [0.0, 0.1, 0.0], [0.1, -0.1, 0.0], [0.0, 0.1, 0.0], [0.1, -0.1, -0.1], [0.0, 0.0, 0.3], [0.0, 0.0, -0.1], [-0.1, 0.0, 0.0], [0.1, -0.1, 0.2], [0.0, 0.0, 0.0], [0.0, 0.1, 0.0], [0.0, 0.0, 0.0], [0.0, 0.0, 0.0], [0.0, -0.1, 0.0], [0.1, 0.0, 0.0], [0.0, 0.1, 0.0], [0.1, 0.0, 0.0], [0.1, 0.2, 0.0], [-0.1, -0.2, 0.0], [0.1, 0.1, 0.1], [-0.2, 0.2, -0.3], [-0.1, -0.2, 0.1], [0.0, 0.0, 0.0], [0.0, 0.0, 0.0], [0.0, 0.0, 0.0], [0.0, 0.0, 0.0], [0.0, 0.0, -0.1], [0.0, 0.0, 0.1], [-0.1, 0.0, 0.0], [0.1, 0.0, 0.0], [0.0, -0.1, -0.1], [0.0, 0.0, 0.1], [0.1, 0.1, -0.1], [-0.1, 0.0, 0.0], [0.0, 0.0, 0.1], [0.1, 0.1, 0.0], [0.0, 0.1, 0.0], [0.0, 0.0, 0.0], [0.0, 0.0, 0.0], [-0.1, -0.1, 0.0], [0.1, 0.0, 0.0], [0.0, 0.1, 0.0], [0.1, 0.0, 0.0]]}



Question: What is the formula in the first record?
Answer: C6H13LuN2O6S2



Question: What is the formula in the first record?
Answer: C6H13LuN2O6S2